Entry 1:
{"formula": "C24H37ClN2O3Y", "method": "ωB97M-V/def2-TZVPD", "energy_ha": -1770.3612, "homo_energy_ev": [-0.47, -0.54], "charge": -1, "orbital_gap_ha": [0.1192, 0.1216], "lumo_energy_ev": [2.776, 2.770], "species": ["Y", "Cl", "N", "N", "C", "C", "C", "C", "C", "C", "H", "H", "H", "H", "H", "H", "C", "C", "C", "C", "H", "H", "H", "H", "H", "H", "O", "H", "H", "O", "H", "H", "C", "C", "C", "H", "H", "C", "C", "H", "C", "C", "C", "C", "H", "C", "H", "H", "H", "H", "H", "H", "H", "H", "C", "C", "C", "C", "O", "H", "H", "H", "H", "H", "H", "H", "H", "H"], "coordinates": [[-0.0321, -0.2016, -0.0735], [1.1895, 2.0789, -1.0588], [1.9010, -0.5646, 0.8121], [-1.9414, 0.6173, -0.6711], [2.9576, -0.8439, 0.0505], [-2.4051, 0.4412, -1.9085], [2.2767, -0.3367, 2.2059], [3.7844, -0.2223, 2.0494], [1.8278, -1.5788, 2.9643], [1.6246, 0.8967, 2.7691], [1.9139, -2.4715, 2.3261], [0.7842, -1.4806, 3.2899], [2.4810, -1.6866, 3.8327], [2.0789, 1.7850, 2.3363], [1.7386, 0.9335, 3.8575], [0.5476, 0.9408, 2.5532], [-2.8653, 1.4068, 0.1484], [-4.1146, 1.2792, -0.6900], [-2.4356, 2.8246, 0.1825], [-2.9714, 0.7953, 1.5488], [-3.2082, -0.2780, 1.4750], [-3.7886, 1.3157, 2.0678], [-2.0437, 0.9203, 2.1331], [-2.1959, 3.2337, -0.7980], [-1.5082, 2.8805, 0.7230], [-3.0968, 3.4527, 0.7730], [-3.6500, 0.8542, -2.0431], [-4.6439, 2.2143, -0.8148], [-4.7523, 0.4767, -0.3230], [4.0911, -0.8203, 0.7262], [4.3286, -0.7837, 2.7967], [4.1072, 0.8218, 1.9877], [2.9296, -1.1623, -1.4003], [-1.6775, -0.1665, -3.0509], [-0.6796, -1.2109, -2.6255], [-1.1647, 0.6708, -3.5535], [-2.4562, -0.5703, -3.7139], [0.6420, -0.8013, -2.3582], [1.5876, -1.7005, -1.8259], [0.9368, 0.2446, -2.5479], [1.2446, -3.0564, -1.6942], [-0.0444, -3.4553, -2.0367], [2.2100, -4.0357, -1.0924], [-1.0160, -2.5681, -2.4856], [-0.3167, -4.5039, -1.9107], [-2.4281, -3.0305, -2.7043], [-2.4733, -4.1239, -2.6301], [-2.8200, -2.7358, -3.6869], [-3.0974, -2.6172, -1.9328], [3.1957, -3.9996, -1.5749], [1.8133, -5.0539, -1.1907], [2.3511, -3.8389, -0.0169], [3.7510, -1.8763, -1.5662], [3.1512, -0.2199, -1.9289], [-0.4266, 3.4412, 2.6967], [0.3506, 3.4978, 1.3643], [-0.0670, 4.5428, 0.2856], [1.7754, 3.8463, 1.5838], [0.1385, 2.0743, 0.9754], [-0.3397, 4.4464, 3.0021], [0.0570, 2.8046, 3.4434], [-1.4932, 3.1753, 2.7112], [0.0773, 5.4616, 0.8292], [0.6135, 4.5638, -0.5725], [-1.0708, 4.6951, -0.1305], [2.1512, 3.5972, 2.5570], [2.4404, 3.5886, 0.7666], [1.7399, 4.9077, 1.6396]], "forces_ev_per_a": [[0.64, 1.74, -0.70], [1.81, -0.43, -3.62], [2.76, -0.98, -1.21], [-1.58, -0.25, -2.53], [-2.61, 0.77, 2.27], [0.72, 0.52, 3.45], [-0.03, -0.59, -0.61], [0.42, -0.14, -0.60], [0.28, -0.37, 0.27], [0.35, 0.04, 0.73], [0.01, 0.22, 0.32], [0.26, -0.06, -0.14], [-0.15, -0.20, 0.28], [-0.27, -0.39, 0.10], [0.26, -0.16, 0.13], [0.51, -0.10, -0.01], [-0.12, -0.67, -0.55], [-0.41, -0.82, -0.81], [0.54, 0.79, 0.52], [-0.50, 0.08, -0.05], [0.05, 0.35, 0.09], [0.09, -0.14, 0.16], [-0.30, 0.05, -0.44], [-0.49, -0.08, -0.15], [0.03, -0.55, -0.28], [-0.68, 0.18, -0.30], [-1.23, 0.58, 0.08], [-0.21, 0.02, -0.06], [-0.29, -0.01, -0.13], [1.01, 0.21, 0.71], [0.33, -0.01, 0.05], [0.02, -0.17, 0.11], [0.32, -0.14, 0.17], [-0.38, 0.07, -0.20], [-0.88, -1.02, -0.40], [-0.02, -0.19, -0.13], [0.34, 0.13, -0.01], [0.53, 1.92, 0.07], [0.39, -1.51, -0.16], [0.01, -0.58, -0.26], [1.32, 1.44, 0.26], [-0.72, -1.30, 0.54], [-0.08, -0.21, 0.09], [-0.46, 1.51, -0.07], [0.07, 0.16, -0.12], [-0.11, -0.25, 0.08], [-0.07, 0.22, -0.03], [0.06, -0.04, 0.17], [0.08, -0.08, -0.18], [-0.17, -0.02, 0.11], [0.15, 0.17, 0.04], [0.01, -0.07, -0.16], [-0.20, 0.23, -0.17], [-0.02, -0.18, 0.01], [0.23, 1.04, -0.16], [-2.17, -5.10, -1.18], [-0.41, 1.04, 0.18], [0.70, 0.79, 0.50], [-1.26, 0.53, 2.14], [-0.30, 1.68, 1.48], [0.19, 0.12, -0.38], [0.43, 0.07, -0.61], [0.17, 0.92, 0.10], [0.01, -0.31, 0.39], [0.20, -0.76, 0.39], [0.36, -0.62, 0.42], [-0.08, -0.37, -0.01], [0.53, 1.27, -0.02]]}

=====

Entry 2:
{"formula": "C5H12NO", "method": "ωB97M-V/def2-TZVPD", "energy_ha": -327.6183, "homo_energy_ev": -2.52, "charge": -1, "orbital_gap_ha": 0.2307, "lumo_energy_ev": 3.761, "relative_energy_kj_mol": 204.2, "smiles": "CCCNCC[O-]", "species": ["C", "C", "C", "N", "C", "C", "O", "H", "H", "H", "H", "H", "H", "H", "H", "H", "H", "H", "H"], "coordinates": [[1.2266, -0.3377, 1.5606], [2.2829, 0.5356, 2.3547], [0.5365, 0.4045, 0.4409], [0.3338, -0.5295, -0.6848], [-0.3025, 0.0088, -1.8848], [-1.9152, 0.3153, -1.3938], [-2.3501, -0.6828, -0.6393], [0.3494, -0.3337, 2.3140], [1.5078, -1.2500, 1.2775], [3.3455, 0.4183, 2.0057], [2.2847, 0.2301, 3.4157], [1.9388, 1.6767, 2.5159], [-0.3813, 0.8901, 0.7823], [1.0225, 1.3074, -0.0630], [-0.4649, -1.2815, -0.4477], [0.3571, 0.8677, -2.3038], [-0.3199, -0.6808, -2.7409], [-2.2821, 0.4992, -2.4058], [-1.8629, 1.2667, -0.9076]], "forces_ev_per_a": [[-2.47, 6.12, 3.68], [-0.39, 0.95, 0.64], [-0.15, 0.91, -3.08], [-1.18, -2.71, -0.12], [-0.16, 1.93, 0.82], [2.59, -0.98, -1.30], [-0.25, -0.23, -0.26], [1.41, -1.06, -0.83], [1.36, -3.57, -0.97], [-1.05, 0.55, 0.03], [0.18, -0.32, -0.34], [0.88, -2.41, -1.10], [-0.38, -0.36, 0.23], [0.44, -1.09, 0.90], [1.74, 2.07, 0.14], [-1.23, -0.61, 0.82], [-0.02, -0.49, 0.58], [-1.26, -0.05, -0.49], [-0.04, 1.36, 0.63]]}